C4H16BrN8O4Pb as an isolated structure at a distorted geometry, computed with the ωB97M-V functional and the def2-TZVPD basis.

XYZ file:
```
34
Properties=species:S:1:pos:R:3:nbo_charge:R:1
Pb 4.049 23.137 19.639 1.64
Br 3.530 20.246 19.496 0.11
C 5.292 22.073 22.870 0.77
O 5.610 22.398 21.709 -0.77
N 6.187 22.044 23.787 -0.77
N 4.105 21.699 23.217 -0.79
H 7.157 22.277 23.630 0.44
H 5.871 21.755 24.702 0.40
H 3.975 21.522 24.202 0.40
H 3.283 21.961 22.692 0.40
C 2.344 23.002 16.590 0.78
O 2.309 23.023 17.775 -0.76
N 2.943 22.128 15.939 -0.77
N 1.784 23.816 15.706 -0.79
H 2.794 21.982 14.951 0.41
H 3.670 21.561 16.351 0.40
H 2.028 23.532 14.768 0.40
H 1.116 24.538 15.936 0.42
C 2.756 26.409 18.380 0.77
O 3.340 25.590 19.010 -0.76
N 3.228 27.457 17.801 -0.79
N 1.521 26.295 18.155 -0.79
H 2.582 28.088 17.349 0.41
H 4.183 27.758 17.934 0.41
H 1.040 25.510 18.570 0.41
H 1.104 26.706 17.332 0.39
C 6.162 25.660 21.709 0.77
O 5.092 25.243 21.404 -0.73
N 6.836 26.454 20.951 -0.81
N 6.697 25.569 22.912 -0.82
H 6.373 26.699 20.087 0.40
H 7.703 26.889 21.233 0.41
H 7.549 26.076 23.107 0.40
H 6.162 25.095 23.626 0.41
```

Output
HOMO level (spin up / spin down) ... -0.5625 / -0.5625 Eh
Total charge ... +2
⟨S²⟩ ... 0.75
Electronic energy ... -99795.5480 eV
Multiplicity ... 2
F_max ... 9.10 eV/Å